25
Properties=species:S:1:pos:R:3:forces:R:3 method="wB97M-V/def2-TZVPD" charge=+1 lumo_energy_ev=-10.47 spin_multiplicity=1 largest_force_ev_per_a=1.95 relative_energy_ev=8.4747 gap_ev=4.733
O -1.5721 -0.9487 0.6165 0.627 0.591 0.417
H -2.2386 -1.6307 0.4703 0.209 -0.137 -0.138
H -1.1601 -0.7023 -0.2336 -0.776 -0.279 -0.421
O 0.1101 -0.5999 2.9655 0.259 0.704 -0.710
H 0.7224 -0.9388 2.3000 0.099 -0.605 0.429
H 0.7168 0.1615 0.4254 -0.525 -0.504 -0.211
O 2.1209 -1.8448 0.3793 -0.554 0.767 0.277
H 1.4727 -1.1018 0.3674 0.338 -0.715 -0.176
H 2.9831 -1.4129 0.4534 0.236 -0.108 -0.039
O -1.0224 2.1863 -2.6830 -0.237 -0.702 -0.375
H -0.4921 2.9002 -3.0440 0.051 0.150 0.205
H 0.0952 -1.1163 -2.2469 0.326 -0.340 -0.161
O -0.4436 -0.4078 -1.8364 0.196 0.378 0.587
H -0.5107 0.3655 -2.4477 -0.001 0.115 0.236
H -0.6100 1.4099 3.2902 0.025 0.085 0.126
O -0.4847 1.7481 -0.1226 -0.817 1.469 -0.993
H 0.0370 1.0628 0.2920 0.546 -0.714 0.877
H -1.0347 2.2248 -1.7179 0.193 0.449 -0.354
O 1.2746 -2.3807 -2.2663 -0.293 -0.401 -0.709
H 1.2825 -3.3105 -2.5520 -0.074 0.505 0.018
H 1.4937 -2.3910 -1.3370 0.447 -0.245 0.521
O -0.8180 2.2126 2.7972 0.148 -0.073 -0.292
H -1.0510 2.1358 0.5608 0.049 -0.057 0.945
H -0.1635 2.8487 3.1066 -0.110 0.120 0.032
H -0.7073 -0.4700 2.4630 -0.362 -0.452 -0.092